# 1
Below is an isolated ion of composition C3H3O3S and charge -1, with properties calculated with the ωB97M-V functional and the def2-TZVPD basis.

```
10
Properties=species:S:1:pos:R:3
C -1.61025 0.90585 -0.63265
C -0.68529 0.24785 0.09866
C 0.52770 -0.19481 -0.61086
O 0.49000 -0.33030 -2.04971
O 1.54543 -0.64871 -0.00545
S 1.64947 -0.60661 1.71176
O 2.59548 -1.71503 2.13579
H -2.55326 1.05689 -0.13787
H -1.41649 1.35280 -1.57256
H -0.54279 -0.06794 1.06289
```

## Properties
Frontier orbital gap: 6.25 eV
Relative energy (zero: lowest compared OMol25 entry of this formula, charge and spin): 292.6 kJ/mol
Multiplicity: 1
Charge: -1

***

# 2
Below is C16H41O12V2 as an isolated structure, with properties calculated with the ωB97M-V functional and the def2-TZVPD basis.

```
71
Properties=species:S:1:pos:R:3
O 0.94215 4.14189 -2.65861
V 1.97562 3.05442 -3.23775
O 3.42131 3.16750 -2.57830
O -1.73608 -1.57626 -3.90470
V -1.38220 -0.05404 -4.05209
O -2.64250 0.79001 -3.57233
O 0.46780 0.70538 0.06364
C 0.54311 0.74454 -1.26688
O -0.35676 0.11874 -1.91066
O 1.52430 1.35838 -1.79467
H -0.40806 0.24847 0.03919
C -2.36238 3.06688 -0.82321
C -3.67744 3.67842 -0.33374
C -3.49868 4.60911 0.85520
O -4.22758 4.44432 -1.38961
H -2.47822 2.51741 -1.76022
H -1.92072 2.35963 -0.11598
H -1.62705 3.86417 -0.95627
H -4.32861 2.85340 -0.02620
H -2.78060 5.40354 0.62880
H -3.11441 4.11316 1.74557
H -4.41697 5.16316 1.04567
H -4.64795 3.84876 -2.01741
C -4.30785 0.00551 -1.04217
C -4.43572 -0.27773 0.45155
C -3.23470 0.19111 1.27716
O -5.58258 0.36644 1.01121
H -5.16515 -0.38115 -1.58936
H -3.37956 -0.45792 -1.37782
H -4.19990 1.06994 -1.24825
H -4.54641 -1.36382 0.53627
H -2.99396 -0.40009 2.16421
H -3.36374 1.19866 1.67546
H -2.31304 0.20296 0.68493
H -5.62096 0.06647 1.92547
C 5.24994 1.88423 1.80297
C 4.15120 1.65906 0.80062
C 4.41730 0.42197 -0.04850
O 2.96196 1.50913 1.58489
H 4.92768 2.67398 2.48301
H 6.20580 2.20425 1.38824
H 5.40996 0.96866 2.37353
H 4.04354 2.51122 0.11949
H 5.38041 0.53743 -0.55046
H 3.64274 0.23309 -0.79278
H 4.51162 -0.47991 0.56039
H 2.24519 1.23541 1.00090
C 0.09122 -4.06476 4.16932
C 0.09088 -3.38268 2.81018
C 1.00127 -2.16051 2.76161
O 0.48197 -4.37002 1.85102
H -0.40938 -3.43667 4.90901
H 1.12198 -4.22345 4.50087
H -0.37595 -5.04687 4.13289
H -0.94558 -3.17879 2.53151
H 0.91741 -1.51637 3.63646
H 0.78128 -1.62150 1.83882
H 2.05373 -2.45317 2.73159
H 1.38689 -4.63159 2.06053
C 2.17478 -3.85483 -3.08180
C 1.93397 -2.56744 -2.27654
C 2.48516 -2.64207 -0.85602
O 2.46217 -1.44356 -3.00636
H 1.80704 -4.62117 -2.39447
H 3.22990 -4.03270 -3.27433
H 1.55433 -3.91880 -3.97327
H 0.85495 -2.39826 -2.17929
H 3.47576 -3.10000 -0.84513
H 1.84768 -3.24841 -0.21209
H 2.54649 -1.61832 -0.48350
H 2.16021 -0.66794 -2.52140
```

## Properties
Frontier orbital gap: 4.98 eV
Relative energy (zero: lowest compared OMol25 entry of this formula, charge and spin): 91.7 kJ/mol
Multiplicity: 1
Charge: +1

***

# 3
Below is a 2-piece molecular cluster, C2H4N2 overall, with properties calculated with the ωB97M-V functional and the def2-TZVPD basis.

```
8
Properties=species:S:1:pos:R:3
C 1.97131 -0.12961 -0.04244
C 0.59626 -0.28082 -0.30249
N 3.10527 0.15628 0.08770
N -0.10280 0.91493 -0.14098
H 0.50545 -0.66064 -1.26194
H 0.14516 -1.43498 0.61361
H 0.39270 1.53458 0.48346
H -1.16584 0.95128 0.09071
```

## Properties
Frontier orbital gap: 10.21 eV
Relative energy (zero: lowest compared OMol25 entry of this formula, charge and spin): 229.2 kJ/mol
Multiplicity: 1
Charge: 0

***

# 4
Below is a 2-piece molecular cluster, C6H10Br3NO2 overall, with properties calculated with the ωB97M-V functional and the def2-TZVPD basis.

```
22
Properties=species:S:1:pos:R:3
C -3.69479 0.68381 -0.69732
C -2.17591 0.16519 -0.81217
C -1.39768 0.34845 0.44789
Br -1.90434 -0.61386 2.02243
N -0.27757 0.98431 0.64468
O 0.39011 1.22715 1.64230
O 0.18631 1.68092 -0.49992
H -4.20825 -0.11305 -0.14856
H -3.86219 1.61222 -0.15355
H -4.29811 0.80267 -1.53189
H -2.15549 -0.80852 -1.19025
H -1.65793 0.72226 -1.58436
H 0.89589 2.32683 -0.16103
C 2.82995 -1.47174 1.26141
C 2.96187 -0.55950 0.10808
Br 3.77198 1.08746 0.37077
C 2.39194 -0.80523 -1.07424
Br 1.08972 -2.08685 -1.41659
H 3.77399 -1.49146 1.88245
H 2.83460 -2.58087 0.93024
H 2.06871 -1.01093 1.79103
H 2.43719 -0.09926 -1.83138
```

## Properties
Frontier orbital gap: 9.49 eV
Relative energy (zero: lowest compared OMol25 entry of this formula, charge and spin): 20.3 kJ/mol
Multiplicity: 1
Charge: 0

***

# 5
Below is C3H7O2S2 as an isolated structure, with properties calculated with the ωB97M-V functional and the def2-TZVPD basis.

```
14
Properties=species:S:1:pos:R:3
C 1.24809 0.97296 0.14571
C 0.38410 -1.33990 -0.26392
C 0.25189 -0.10988 0.48711
O -1.29002 1.18901 -1.51292
O -1.75151 1.65987 0.80786
S -3.09097 -1.43901 0.19802
S -1.41803 0.61116 -0.14855
H 2.30406 0.91814 0.49598
H 1.05804 1.10473 -0.98674
H 0.88196 1.88631 0.52774
H -0.43190 -2.11275 -0.02045
H 1.23070 -1.89363 0.01463
H 0.70770 -1.13108 -1.29512
H -0.08411 -0.31592 1.55066
```

## Properties
Frontier orbital gap: 7.10 eV
Relative energy (zero: lowest compared OMol25 entry of this formula, charge and spin): 275.6 kJ/mol
Multiplicity: 1
Charge: -1

***

# 6
Below is C31H36N3Pb as an isolated structure, with properties calculated with the ωB97M-V functional and the def2-TZVPD basis.

```
71
Properties=species:S:1:pos:R:3
C -2.24974 0.86522 1.15824
C -2.85071 0.15258 0.06166
C -3.02019 1.08926 -1.02170
C -2.41290 2.33505 -0.63930
C -1.92756 2.18967 0.70832
Pb -0.43785 0.46230 -0.84353
C 1.62734 1.68449 -1.88129
C 1.89326 1.09408 -0.61420
H 2.39891 0.12580 -0.63441
C 1.35547 1.59398 0.59081
H 1.02196 2.62683 0.73046
H 1.47074 1.03337 1.52260
C 2.16386 1.03603 -3.10304
H 2.33357 -0.04173 -2.98046
H 1.51478 1.18028 -3.97465
H 3.13210 1.51081 -3.31823
C 1.13022 3.08122 -1.98429
H 0.66269 3.47205 -1.07033
H 2.00127 3.71847 -2.20430
H 0.41561 3.22332 -2.80943
C -3.27928 -1.27098 0.04868
H -2.64311 -1.93268 0.65985
H -4.29874 -1.32385 0.46388
H -3.31860 -1.70389 -0.96590
C -3.75515 0.80465 -2.26944
H -3.56246 -0.20080 -2.67573
H -4.83017 0.87913 -2.05067
H -3.53592 1.52223 -3.06976
C -2.42759 3.59043 -1.42840
H -2.35702 3.43152 -2.51589
H -3.38548 4.10536 -1.24615
H -1.62424 4.28872 -1.14755
C -1.35214 3.27642 1.53938
H -0.76452 4.01061 0.96127
H -2.18793 3.83011 2.00103
H -0.71555 2.90546 2.35819
C -1.92978 0.28030 2.49991
H -1.08425 0.79743 3.00626
H -2.78278 0.34468 3.17676
H -1.70290 -0.80777 2.46283
C -0.77213 -0.02343 -2.94544
C -0.46286 -1.33130 -3.21059
C -1.19670 0.93969 -3.82625
C -0.66254 -1.73272 -4.53357
H -0.10039 -2.00447 -2.41997
C -1.40409 0.50755 -5.13752
H -1.43092 1.96574 -3.52037
C -1.13297 -0.81739 -5.47467
H -0.44036 -2.75783 -4.78506
H -1.78240 1.22828 -5.84755
H -1.28463 -1.13850 -6.49935
N 5.51665 -5.33965 6.76235
C 4.86288 -4.61042 6.13468
C 4.05196 -3.78804 5.29141
C 4.67052 -2.89683 4.39321
C 3.92799 -2.36965 3.33332
C 2.61948 -2.86163 3.18507
C 1.91704 -3.43052 4.26641
C 2.65731 -3.96624 5.30413
N 1.76468 -2.36055 2.19815
C 0.72808 -1.48330 2.59782
C 0.23807 -0.96973 1.46446
N 0.90151 -1.51349 0.38996
C 1.97100 -2.22623 0.81752
H 5.73317 -2.65589 4.44798
H 4.31771 -1.64394 2.59717
H 0.81771 -3.50949 4.25158
H 2.15747 -4.56444 6.06536
H 0.62905 -1.27643 3.63477
H -0.16654 0.07759 1.52011
H 2.66906 -2.70690 0.04341
```

## Properties
Frontier orbital gap (spin up / spin down): 5.61 / 5.70 eV
Multiplicity: 1
Charge: +1